1.
This record from the Open Molecules 2025 dataset describes a structure of composition C45H55N10O6PbS. The level of theory is wB97M-V/def2-TZVPD.

Calculated values
- LUMO (eV) = 2.378
- charge = -1

Cartesian coordinates (Å):
Pb -0.575 -0.531 0.566
O -0.656 -3.135 0.118
N 0.402 -3.746 -0.244
N 1.522 -3.113 -0.228
O 1.717 -1.887 0.116
C 2.642 -3.864 -0.629
C 2.522 -5.193 -1.034
C 3.654 -5.889 -1.413
C 4.901 -5.282 -1.384
C 5.017 -3.962 -0.979
C 3.894 -3.252 -0.609
H 1.553 -5.666 -1.036
H 3.569 -6.917 -1.737
H 5.774 -5.846 -1.681
H 5.989 -3.490 -0.942
H 3.935 -2.220 -0.297
C 0.270 5.315 1.598
C 1.605 4.649 1.264
N 1.969 3.606 2.190
C 2.765 3.946 3.349
C 1.931 4.043 4.627
C 1.576 2.305 2.025
S 0.600 1.996 0.645
N 2.090 1.489 2.915
C 1.709 0.273 3.305
O 0.647 -0.310 3.088
C 2.646 -0.369 4.292
C 3.478 0.361 5.132
C 4.183 -0.275 6.139
C 4.075 -1.644 6.313
C 3.275 -2.384 5.456
C 2.559 -1.748 4.459
H 0.030 6.064 0.848
H 0.311 5.801 2.571
H -0.514 4.563 1.605
H 2.404 5.398 1.260
H 1.535 4.202 0.269
H 3.271 4.896 3.155
H 3.520 3.164 3.476
H 1.144 4.785 4.517
H 2.556 4.321 5.473
H 1.474 3.078 4.827
H 3.551 1.429 5.002
H 4.808 0.304 6.809
H 4.609 -2.132 7.118
H 3.196 -3.455 5.582
H 1.907 -2.295 3.795
C 1.931 0.576 -7.188
O 0.948 0.702 -6.200
C -0.292 0.141 -6.420
C -0.735 -0.356 -7.628
C -2.003 -0.918 -7.726
C -2.801 -1.008 -6.606
C -2.361 -0.528 -5.383
C -1.113 0.073 -5.271
N -0.575 0.589 -4.112
C -1.002 0.406 -2.786
N -2.276 0.767 -2.592
C -3.140 0.683 -1.491
C -2.815 0.067 -0.280
C -3.869 0.017 0.640
C -5.106 0.606 0.442
C -5.384 1.225 -0.764
C -4.408 1.240 -1.741
O -4.648 1.839 -2.995
C -5.693 1.239 -3.716
N -0.158 0.050 -1.888
C 1.126 -0.333 -2.286
C 2.226 0.424 -1.912
C 3.503 0.051 -2.290
C 3.690 -1.091 -3.043
C 2.605 -1.876 -3.404
C 1.320 -1.501 -3.051
O 0.187 -2.182 -3.418
C 0.330 -3.489 -3.904
H 2.839 0.984 -6.745
H 1.679 1.147 -8.088
H 2.102 -0.470 -7.460
H -0.098 -0.333 -8.499
H -2.343 -1.296 -8.680
H -3.771 -1.480 -6.675
H -2.968 -0.670 -4.505
H 0.431 0.702 -4.180
H -2.714 1.247 -3.372
H -3.696 -0.499 1.573
H -5.863 0.584 1.220
H -6.345 1.692 -0.948
H -5.753 1.763 -4.670
H -6.652 1.325 -3.194
H -5.488 0.176 -3.893
H 2.057 1.302 -1.309
H 4.350 0.646 -1.982
H 4.683 -1.389 -3.353
H 2.774 -2.786 -3.960
H -0.680 -3.891 -3.968
H 0.927 -4.104 -3.224
H 0.779 -3.504 -4.906
C -3.139 2.989 3.345
N -3.175 1.769 4.120
C -2.933 1.991 5.530
C -2.514 0.660 3.544
N -1.727 0.723 2.552
N -2.788 -0.534 4.162
C -2.007 -1.688 3.772
C -4.134 -0.845 4.586
H -3.875 3.678 3.763
H -3.406 2.762 2.314
H -2.157 3.482 3.365
H -1.976 2.506 5.700
H -2.908 1.040 6.053
H -3.736 2.609 5.938
H -1.450 1.650 2.267
H -0.994 -1.356 3.564
H -2.399 -2.177 2.873
H -2.005 -2.399 4.602
H -4.712 0.072 4.676
H -4.114 -1.361 5.554
H -4.628 -1.507 3.859

=====

2.
This record from the Open Molecules 2025 dataset describes a cluster of 3 separate species, C25H35ClF9N4O2PS in total. The level of theory is wB97M-V/def2-TZVPD.

Calculated values
- LUMO (eV) = -2.900

Cartesian coordinates (Å):
C -2.821 4.844 -4.454
O -1.657 5.724 -4.263
C -1.697 6.436 -2.976
C -0.199 6.247 -2.292
C 0.119 4.631 -2.229
C 1.114 4.259 -0.969
C 0.278 3.777 0.397
C 0.892 2.402 1.046
C 0.581 2.227 2.669
C 1.168 3.562 3.488
N 1.381 4.608 4.255
C -1.049 2.102 2.930
C -1.452 2.259 4.541
N -1.420 2.200 5.848
C -1.728 0.745 2.307
C -3.367 0.654 2.490
C -4.169 1.944 1.792
C -3.835 2.097 0.194
C -4.597 0.990 -0.772
F -5.564 1.629 -1.742
F -5.515 0.252 0.181
C -3.645 -0.153 -1.416
F -4.556 -1.156 -2.084
F -3.025 -0.915 -0.269
S -2.340 0.351 -2.619
F -2.867 1.961 -2.794
F -1.161 0.716 -1.432
F -1.770 -1.300 -2.605
F -3.414 -0.095 -3.921
F -1.154 0.668 -3.817
P 1.590 0.735 3.336
O 0.999 0.202 4.903
Cl 1.316 -0.885 1.931
H -3.260 4.400 -3.463
H -2.455 3.932 -5.125
H -3.644 5.402 -5.079
H -1.876 7.591 -3.101
H -2.515 6.042 -2.231
H -0.142 6.640 -1.184
H 0.604 6.787 -2.961
H 0.731 4.364 -3.219
H -0.887 3.991 -2.208
H 1.807 3.363 -1.326
H 1.745 5.214 -0.647
H -0.832 3.561 0.094
H 0.283 4.709 1.105
H 2.073 2.394 0.870
H 0.489 1.468 0.428
H -1.521 3.067 2.409
H -1.387 0.642 1.190
H -1.291 -0.195 2.898
H -3.577 0.679 3.664
H -3.800 -0.377 2.116
H -3.694 2.903 2.321
H -5.312 1.971 2.066
H -4.258 3.161 -0.138
H -2.676 2.145 0.051
H 1.082 -0.801 4.920
N 3.742 -4.624 1.383
C 3.045 -3.646 0.723
C 2.812 -4.082 -0.562
C 3.383 -5.371 -0.680
C 3.949 -5.683 0.536
H 4.055 -4.574 2.344
H 2.777 -2.725 1.223
H 2.286 -3.531 -1.331
H 3.382 -6.004 -1.558
H 4.480 -6.564 0.870
N 5.481 -9.144 0.953
C 4.335 -9.512 0.298
C 4.638 -10.571 -0.528
C 6.015 -10.855 -0.362
C 6.510 -9.960 0.561
H 5.556 -8.388 1.622
H 3.404 -8.990 0.475
H 3.943 -11.084 -1.180
H 6.584 -11.629 -0.861
H 7.503 -9.834 0.969

=====

3.
This record from the Open Molecules 2025 dataset describes a structure of composition C12H25GdN2O2P2. The level of theory is wB97M-V/def2-TZVPD.

Calculated values
- LUMO (alpha / beta) (eV) = 0.459 / 0.318
- 2S+1 = 8
- <S²> = 16.802

Cartesian coordinates (Å):
C -0.815 0.774 -3.049
C -0.825 0.235 -1.768
N 0.043 0.650 -0.805
C 0.807 1.747 -1.074
C 0.819 2.352 -2.328
C 0.022 1.844 -3.348
C -1.799 -0.862 -1.393
P -2.400 -0.936 0.347
Gd 0.153 -0.825 1.090
P 2.150 1.142 1.390
C 1.679 2.325 0.027
O -0.538 -3.289 -1.812
O 0.255 -3.188 0.649
H -1.471 0.341 -3.803
H 1.487 3.203 -2.488
H 0.056 2.281 -4.348
C -3.797 0.180 0.380
C -3.165 -2.571 0.420
H 2.612 2.740 -0.400
H 1.149 3.161 0.527
H -1.357 -1.894 -1.717
H -2.740 -0.746 -1.963
C 2.553 2.332 2.724
C 3.825 0.687 0.795
H 1.376 -2.396 0.221
H 0.790 -3.727 1.298
H -0.115 -3.461 -0.917
H 0.130 -3.417 -2.514
H -0.956 0.845 2.530
H 1.978 -1.812 0.133
H -4.608 -0.228 -0.230
H -4.148 0.289 1.413
H -3.514 1.167 0.002
H -4.028 -2.605 -0.255
H -2.451 -3.357 0.153
H -3.507 -2.743 1.449
H 4.459 1.576 0.663
H 4.292 0.020 1.534
H 3.730 0.151 -0.158
H 3.491 2.876 2.539
H 1.742 3.062 2.846
H 2.651 1.777 3.666
N 0.256 -0.055 4.269
C -0.273 0.354 3.304

=====

4.
This record from the Open Molecules 2025 dataset describes the ion C9H12NO2S with charge +1. The level of theory is wB97M-V/def2-TZVPD.

Calculated values
- ΔE to the lowest compared entry with this formula, charge and spin (kcal per mole) = 10.0
- LUMO (eV) = -3.586
- charge = +1

Cartesian coordinates (Å):
C -3.195 -0.897 1.328
C -1.752 -1.104 1.330
C -3.398 0.175 0.531
C -1.224 -0.245 0.409
C 1.229 0.563 0.999
C 0.517 0.328 -2.438
C 1.647 -0.740 -2.154
C 0.128 0.145 0.030
C 1.371 0.148 2.398
N 0.305 1.047 -1.139
O 1.947 1.466 0.534
O -2.211 0.541 0.013
S 1.167 -1.475 -0.493
H -4.011 -1.497 1.733
H -1.107 -1.847 1.803
H -4.241 0.931 0.435
H 1.040 1.053 -3.121
H -0.393 -0.174 -2.800
H 1.702 -1.458 -2.939
H 2.505 -0.087 -1.790
H 1.074 -0.917 2.510
H 0.520 0.605 3.000
H 2.291 0.468 2.710
H 1.195 1.647 -0.830
H -0.466 1.700 -1.265

=====

Here are the calculated molar mass numbers, same order: 1071.266, 693.057, 448.542, 198.267 (g/mol).